Entry from OMol25: a 14-piece molecular cluster, C20H68N8O14 overall (ωB97M-V/def2-TZVPD).

```
110
Properties=species:S:1:pos:R:3
C -8.467 14.092 -20.411
C -7.506 14.217 -19.227
O -7.379 13.036 -18.603
H -8.645 15.007 -20.869
H -9.408 13.870 -19.967
H -8.030 13.350 -21.064
H -7.795 14.818 -18.410
H -6.578 14.683 -19.461
H -6.564 13.233 -18.113
C -12.276 12.517 -18.299
C -10.814 12.054 -18.410
O -10.810 10.872 -17.674
H -12.552 12.324 -17.207
H -12.999 12.096 -18.958
H -12.330 13.596 -18.341
H -10.153 12.821 -18.074
H -10.706 11.837 -19.474
H -9.984 11.069 -17.241
C -12.933 8.797 -15.477
C -12.934 10.074 -14.635
O -12.241 9.801 -13.442
H -13.481 9.099 -16.383
H -13.383 7.945 -15.020
H -11.858 8.648 -15.721
H -13.902 10.340 -14.312
H -12.415 10.906 -15.111
H -12.841 9.251 -12.816
C -10.200 16.213 -17.643
C -9.924 15.594 -16.293
O -10.848 14.513 -16.294
H -9.509 17.034 -17.794
H -11.229 16.555 -17.614
H -9.994 15.616 -18.521
H -10.082 16.121 -15.387
H -8.892 15.179 -16.157
H -10.601 14.043 -15.518
C -11.529 11.214 -10.243
C -10.894 12.386 -10.986
O -9.698 11.976 -11.621
H -12.504 11.481 -9.921
H -10.848 10.915 -9.353
H -11.664 10.401 -10.944
H -10.623 13.213 -10.388
H -11.486 12.776 -11.741
H -9.474 12.605 -12.392
C -8.366 9.805 -20.911
C -7.408 9.820 -19.734
O -8.017 10.375 -18.548
H -7.936 9.742 -21.883
H -8.822 10.807 -21.006
H -9.199 9.153 -20.842
H -6.554 10.391 -19.789
H -7.062 8.816 -19.386
H -7.757 11.330 -18.517
C -9.236 11.521 -15.096
O -9.735 12.730 -14.478
N -9.733 10.412 -14.670
N -8.062 11.472 -15.750
H -10.589 10.336 -14.051
H -9.462 9.491 -15.117
H -7.597 12.390 -15.744
H -7.625 10.603 -16.031
C -9.365 8.659 -12.098
O -10.150 7.815 -12.807
N -9.368 8.867 -10.809
N -8.564 9.555 -12.571
H -10.393 8.632 -10.507
H -8.873 7.961 -10.454
H -8.986 10.002 -13.477
H -8.000 8.943 -13.211
C -5.702 14.092 -16.273
O -6.803 13.724 -15.567
N -5.279 15.283 -16.350
N -4.894 13.297 -16.938
H -5.956 15.986 -16.039
H -4.412 15.645 -16.783
H -5.080 12.299 -17.147
H -4.128 13.635 -17.498
C -7.780 8.029 -15.527
O -6.876 8.687 -16.316
N -9.085 8.052 -15.728
N -7.456 7.750 -14.263
H -9.363 7.900 -16.713
H -9.565 7.395 -15.080
H -6.367 7.725 -14.089
H -7.668 6.829 -13.823
C -8.104 15.508 -13.052
O -8.772 14.436 -12.479
H -8.332 16.258 -12.339
H -8.409 15.765 -14.111
H -7.002 15.170 -13.076
H -9.700 14.594 -12.602
C -3.763 10.246 -17.790
O -5.098 10.557 -17.386
H -3.300 11.061 -18.378
H -3.783 9.452 -18.486
H -3.180 9.910 -16.969
H -5.496 9.699 -17.223
C -13.660 14.092 -14.576
O -12.852 13.399 -13.659
H -14.646 14.133 -14.175
H -13.630 13.468 -15.460
H -13.175 15.026 -14.840
H -12.152 13.015 -14.187
C -5.991 11.385 -13.350
O -6.897 11.905 -12.433
H -5.003 11.465 -12.928
H -5.930 12.066 -14.179
H -6.121 10.405 -13.787
H -7.358 12.761 -12.654
```

Output
Frontier orbital gap: 0.28974 Eh
LUMO: -0.06 eV
Maximum force: 9.16 eV/A
Energy above the lowest of the compared OMol25 structures with the same formula, charge and spin: 539.6 kJ/mol

Atom charges from the Löwdin analysis, given in e for atoms 1 to 99:
1 C -0.02
2 C -0.35
3 O -0.07
4 H 0.06
5 H 0.05
6 H 0.08
7 H 0.09
8 H 0.11
9 H 0.06
10 C -0.07
11 C -0.33
12 O -0.08
13 H 0.08
14 H 0.06
15 H 0.05
16 H 0.09
17 H 0.10
18 H 0.02
19 C -0.06
20 C -0.31
21 O -0.15
22 H 0.08
23 H 0.06
24 H 0.06
25 H 0.10
26 H 0.09
27 H 0.15
28 C -0.07
29 C -0.30
30 O -0.10
31 H 0.07
32 H 0.08
33 H 0.05
34 H 0.09
35 H 0.09
36 H 0.00
37 C -0.07
38 C -0.31
39 O -0.12
40 H 0.05
41 H 0.11
42 H 0.03
43 H 0.09
44 H 0.06
45 H 0.06
46 C -0.06
47 C -0.28
48 O -0.14
49 H 0.06
50 H 0.07
51 H 0.06
52 H 0.07
53 H 0.12
54 H 0.04
55 C -0.46
56 O -0.14
57 N 0.15
58 N 0.22
59 H 0.12
60 H 0.07
61 H 0.04
62 H 0.07
63 C -0.69
64 O -0.10
65 N 0.11
66 N 0.10
67 H 0.13
68 H 0.16
69 H 0.06
70 H 0.05
71 C -0.62
72 O -0.07
73 N 0.18
74 N 0.18
75 H 0.14
76 H 0.15
77 H 0.08
78 H 0.12
79 C -0.54
80 O -0.09
81 N 0.16
82 N 0.11
83 H 0.17
84 H 0.14
85 H 0.19
86 H 0.15
87 C -0.15
88 O -0.14
89 H 0.07
90 H 0.07
91 H 0.11
92 H 0.08
93 C -0.11
94 O -0.15
95 H 0.09
96 H 0.07
97 H 0.07
98 H 0.04
99 C -0.15